{
  "formula": "C26H24F4N",
  "method": "the ωB97M-V functional and the def2-TZVPD basis",
  "species": ["F", "C", "C", "C", "F", "C", "C", "C", "C", "C", "C", "C", "C", "C", "C", "C", "N", "C", "C", "C", "C", "C", "C", "C", "C", "F", "C", "C", "F", "C", "C", "H", "H", "H", "H", "H", "H", "H", "H", "H", "H", "H", "H", "H", "H", "H", "H", "H", "H", "H", "H", "H", "H", "H", "H"],
  "coordinates": [[3.15, -1.81, 3.17], [2.77, -0.62, 2.63], [2.70, 0.50, 3.44], [2.32, 1.68, 2.83], [2.13, 2.78, 3.61], [2.01, 1.77, 1.48], [1.96, 0.59, 0.75], [1.49, 0.59, -0.71], [0.38, -0.20, -0.90], [-1.01, -0.22, -0.07], [-1.20, 1.05, 0.61], [-1.27, 2.28, -0.09], [-1.40, 3.47, 0.63], [-1.44, 3.44, 2.02], [-1.36, 2.24, 2.71], [-1.25, 1.05, 2.02], [-2.08, -1.02, -0.20], [-1.98, -2.44, -0.67], [-3.28, -3.24, -0.88], [-4.41, -2.97, 0.10], [-4.63, -1.48, 0.19], [-3.36, -0.73, 0.60], [2.66, 0.34, -1.85], [2.65, 1.12, -3.01], [3.49, 0.78, -4.05], [3.36, 1.44, -5.25], [4.40, -0.26, -3.98], [4.52, -0.86, -2.74], [5.40, -1.90, -2.60], [3.72, -0.56, -1.64], [2.38, -0.62, 1.29], [2.93, 0.46, 4.51], [1.81, 2.74, 1.03], [1.33, 1.69, -0.87], [0.11, 0.49, -1.68], [0.49, -1.27, -1.23], [-1.25, 2.28, -1.18], [-1.45, 4.41, 0.08], [-1.54, 4.38, 2.58], [-1.37, 2.21, 3.81], [-1.17, 0.08, 2.54], [-1.36, -2.98, 0.07], [-1.42, -2.41, -1.61], [-3.02, -4.30, -0.85], [-3.65, -3.04, -1.89], [-5.32, -3.46, -0.25], [-4.19, -3.39, 1.09], [-5.01, -1.09, -0.75], [-5.39, -1.25, 0.94], [-3.14, -0.98, 1.65], [-3.56, 0.35, 0.55], [1.99, 1.99, -3.11], [5.00, -0.59, -4.83], [3.92, -0.99, -0.66], [2.45, -1.51, 0.66]],
  "lowdin_charge": [0.06, -0.23, 0.08, -0.24, 0.06, 0.04, -0.18, -0.27, -0.08, -0.01, -0.23, -0.02, -0.05, -0.05, -0.05, -0.04, 0.04, -0.10, -0.17, -0.20, -0.18, -0.08, -0.09, 0.03, -0.24, 0.06, 0.08, -0.23, 0.06, 0.05, 0.03, 0.14, 0.14, 0.14, 0.14, 0.15, 0.13, 0.12, 0.12, 0.12, 0.14, 0.15, 0.13, 0.12, 0.12, 0.12, 0.12, 0.12, 0.13, 0.14, 0.13, 0.14, 0.15, 0.11, 0.13],
  "gap_ev": 7.953,
  "smiles": "Fc1cc(F)cc(C(CC(c2ccccc2)=[N+]2CCCCC2)c2cc(F)cc(F)c2)c1",
  "total_energy_ev": -39703.03858,
  "total_charge": 1
}

=====

{
  "formula": "C26H24F9NO3PPtS",
  "method": "the ωB97M-V functional and the def2-TZVPD basis",
  "species": ["Pt", "N", "C", "C", "C", "O", "O", "H", "H", "H", "H", "H", "H", "F", "C", "F", "F", "C", "C", "C", "C", "C", "C", "P", "C", "C", "C", "C", "C", "C", "C", "F", "F", "F", "C", "C", "C", "C", "C", "C", "C", "F", "F", "F", "H", "H", "H", "H", "H", "H", "H", "H", "H", "H", "H", "H", "C", "S", "C", "O", "H", "H", "H", "H", "H", "H"],
  "coordinates": [[0.51, 0.01, -1.17], [-0.46, -1.48, -2.40], [-1.59, -0.95, -3.20], [-1.16, 0.22, -4.08], [-0.95, 1.52, -3.32], [-1.73, 2.44, -3.44], [0.12, 1.59, -2.55], [0.27, -1.83, -3.01], [-0.77, -2.27, -1.84], [-2.38, -0.65, -2.51], [-1.99, -1.75, -3.83], [-1.95, 0.40, -4.82], [-0.25, -0.05, -4.63], [-3.07, -1.15, 6.86], [-2.15, -0.19, 7.04], [-2.80, 0.93, 7.37], [-1.40, -0.55, 8.09], [-1.31, -0.02, 5.80], [-1.62, 0.97, 4.88], [-0.88, 1.08, 3.71], [0.16, 0.19, 3.45], [0.48, -0.78, 4.40], [-0.26, -0.90, 5.56], [1.22, 0.29, 1.97], [0.19, 1.33, 0.84], [-1.12, 1.00, 0.43], [-1.93, 1.95, -0.21], [-1.43, 3.21, -0.45], [-0.13, 3.54, -0.09], [0.68, 2.61, 0.53], [-2.32, 4.30, -1.00], [-2.68, 5.13, 0.01], [-1.70, 5.04, -1.92], [-3.45, 3.81, -1.53], [0.88, -1.35, 1.18], [1.83, -1.78, 0.24], [1.66, -2.99, -0.44], [0.54, -3.76, -0.18], [-0.40, -3.35, 0.77], [-0.22, -2.16, 1.44], [0.28, -5.01, -0.97], [-0.64, -4.75, -1.94], [-0.21, -5.99, -0.22], [1.37, -5.46, -1.59], [-2.42, 1.66, 5.08], [-1.13, 1.86, 3.01], [1.31, -1.45, 4.23], [-0.01, -1.66, 6.29], [-1.57, 0.05, 0.74], [-2.94, 1.70, -0.49], [0.25, 4.53, -0.30], [1.69, 2.87, 0.84], [2.75, -1.23, 0.10], [2.41, -3.32, -1.15], [-1.25, -3.98, 0.98], [-0.94, -1.86, 2.20], [4.14, -0.10, -4.18], [2.54, 0.47, -3.65], [3.01, 2.05, -2.99], [2.29, -0.44, -2.42], [4.84, -0.06, -3.35], [4.48, 0.55, -5.00], [4.03, -1.12, -4.55], [3.39, 2.66, -3.81], [3.77, 1.90, -2.22], [2.10, 2.50, -2.59]],
  "mulliken_spin": [1.31, 0.17, -0.01, 0.01, -0.02, 0.03, 0.17, 0.00, -0.01, 0.00, 0.00, 0.00, 0.00, 0.00, 0.00, 0.00, 0.00, 0.00, 0.00, 0.00, 0.00, 0.00, 0.00, 0.01, 0.06, -0.06, 0.14, 0.02, 0.02, -0.05, 0.00, 0.00, 0.00, 0.00, 0.05, -0.01, 0.02, 0.00, 0.01, 0.03, 0.00, 0.00, 0.00, 0.00, 0.00, 0.00, 0.00, 0.00, -0.02, 0.00, 0.00, 0.01, 0.00, 0.00, 0.00, 0.00, 0.01, 0.00, 0.00, 0.10, 0.00, 0.00, 0.00, 0.00, 0.00, 0.00],
  "multiplicity": 3,
  "gap_ev": [8.242, 6.938],
  "total_energy_ev": -82806.79207,
  "total_charge": 1
}

=====

{
  "formula": "C26H24FeN",
  "method": "the ωB97M-V functional and the def2-TZVPD basis",
  "species": ["C", "C", "C", "C", "C", "Fe", "C", "C", "C", "C", "C", "C", "C", "C", "C", "C", "C", "C", "H", "H", "H", "H", "H", "H", "H", "H", "H", "H", "H", "H", "H", "H", "H", "C", "C", "C", "C", "C", "N", "C", "C", "C", "C", "H", "H", "H", "H", "H", "H", "H", "H", "H"],
  "coordinates": [[-0.35, 4.07, 2.20], [0.51, 3.67, 1.09], [1.77, 3.21, 1.65], [1.70, 3.33, 3.09], [0.39, 3.86, 3.43], [0.24, 2.20, 2.38], [0.08, 0.62, 3.59], [-1.22, 1.14, 3.19], [-1.27, 1.16, 1.73], [-0.04, 0.57, 1.23], [0.35, 0.33, -0.15], [1.40, -0.60, -0.45], [2.14, -0.40, -1.65], [3.19, -1.24, -1.98], [3.54, -2.30, -1.12], [2.80, -2.55, 0.04], [1.72, -1.72, 0.37], [0.84, 0.33, 2.39], [-1.34, 4.53, 2.11], [0.28, 3.79, 0.03], [2.66, 2.92, 1.08], [2.51, 3.13, 3.80], [0.05, 4.14, 4.43], [0.42, 0.45, 4.60], [-2.04, 1.41, 3.83], [-2.10, 1.44, 1.09], [0.29, 1.25, -0.80], [1.87, 0.46, -2.28], [3.78, -1.03, -2.87], [4.39, -2.95, -1.36], [3.09, -3.35, 0.73], [1.12, -1.92, 1.27], [1.84, -0.08, 2.31], [-0.74, 0.88, -3.82], [-1.09, -0.25, -2.93], [-1.26, -0.24, -1.52], [-1.71, -1.56, -1.16], [-1.66, -2.36, -2.33], [-1.29, -1.50, -3.36], [-2.32, -3.59, -2.38], [-2.91, -4.07, -1.21], [-2.90, -3.30, -0.02], [-2.30, -2.04, 0.01], [-0.74, 1.81, -3.24], [0.25, 0.75, -4.30], [-1.50, 0.95, -4.62], [-1.59, 0.66, -0.99], [-1.31, -1.76, -4.37], [-2.38, -4.13, -3.33], [-3.40, -5.05, -1.19], [-3.42, -3.68, 0.87], [-2.30, -1.39, 0.89]],
  "mulliken_spin": [0.02, 0.10, 0.06, 0.00, 0.00, 2.86, 0.06, 0.12, -0.07, -0.06, 0.47, -0.12, 0.12, -0.08, 0.15, -0.08, 0.17, -0.02, 0.01, -0.01, 0.00, 0.01, 0.01, 0.02, 0.01, -0.01, 0.04, 0.01, 0.00, 0.01, 0.00, 0.03, -0.01, -0.01, 0.17, -0.09, 0.01, -0.02, 0.05, 0.02, -0.03, 0.03, -0.04, 0.00, 0.01, 0.01, 0.04, 0.00, 0.00, 0.00, 0.00, 0.02],
  "multiplicity": 5,
  "gap_ev": [3.809, 5.588],
  "total_energy_ev": -63223.08083,
  "total_charge": -1
}

=====

{
  "formula": "C26H24N3O9PS3Yb",
  "method": "the ωB97M-V functional and the def2-TZVPD basis",
  "species": ["Yb", "O", "S", "O", "O", "C", "C", "C", "C", "C", "C", "P", "C", "C", "C", "C", "C", "C", "C", "C", "C", "C", "C", "C", "H", "H", "H", "H", "H", "H", "H", "H", "H", "H", "H", "H", "H", "H", "C", "C", "O", "N", "C", "C", "C", "C", "C", "C", "N", "H", "H", "H", "H", "H", "H", "H", "H", "H", "H", "O", "S", "O", "O", "O", "O", "S", "N"],
  "coordinates": [[-0.42, 1.61, 0.26], [1.43, -0.22, -0.32], [0.77, -0.37, -1.62], [1.66, -0.49, -2.75], [-0.24, 0.70, -1.75], [-0.20, -1.87, -1.57], [-0.22, -2.68, -2.69], [-1.03, -3.80, -2.70], [-1.80, -4.10, -1.59], [-1.76, -3.29, -0.46], [-0.95, -2.16, -0.43], [-0.77, -1.06, 1.04], [0.53, -2.01, 1.95], [1.02, -3.23, 1.50], [1.97, -3.93, 2.22], [2.46, -3.42, 3.42], [1.99, -2.20, 3.87], [1.04, -1.49, 3.14], [-2.29, -1.45, 1.98], [-2.29, -1.90, 3.29], [-3.49, -2.05, 3.99], [-4.69, -1.74, 3.37], [-4.69, -1.28, 2.06], [-3.50, -1.13, 1.37], [0.39, -2.41, -3.54], [-1.06, -4.44, -3.57], [-2.44, -4.98, -1.60], [-2.36, -3.54, 0.40], [0.67, -3.65, 0.56], [2.34, -4.88, 1.85], [3.19, -3.97, 3.99], [2.37, -1.78, 4.79], [0.71, -0.52, 3.48], [-1.36, -2.14, 3.79], [-3.47, -2.39, 5.01], [-5.62, -1.84, 3.91], [-5.63, -1.02, 1.58], [-3.50, -0.71, 0.37], [1.49, 4.93, 0.37], [2.09, 3.65, -0.12], [1.69, 2.55, 0.25], [3.13, 3.75, -0.97], [3.49, 2.61, -1.79], [2.56, 2.46, -2.98], [2.94, 1.73, -4.10], [2.01, 1.54, -5.11], [0.74, 2.08, -4.96], [0.46, 2.79, -3.81], [1.35, 2.99, -2.84], [1.19, 4.81, 1.41], [0.57, 5.08, -0.20], [2.16, 5.78, 0.24], [3.26, 4.65, -1.40], [3.41, 1.72, -1.16], [4.52, 2.71, -2.13], [3.93, 1.30, -4.16], [2.27, 0.97, -5.99], [-0.02, 1.94, -5.72], [-0.52, 3.23, -3.63], [-2.13, 1.57, 1.82], [-1.03, 2.16, 2.66], [-1.38, 2.36, 4.04], [0.11, 1.19, 2.46], [-0.61, 3.37, 1.92], [-2.67, 1.47, -0.83], [-2.56, 2.95, -1.02], [-1.20, 3.50, -0.87]],
  "mulliken_spin": [1.00, 0.00, 0.00, 0.00, 0.00, 0.00, 0.00, 0.00, 0.00, 0.00, 0.00, 0.00, 0.00, 0.00, 0.00, 0.00, 0.00, 0.00, 0.00, 0.00, 0.00, 0.00, 0.00, 0.00, 0.00, 0.00, 0.00, 0.00, 0.00, 0.00, 0.00, 0.00, 0.00, 0.00, 0.00, 0.00, 0.00, 0.00, 0.00, 0.00, 0.00, 0.00, 0.00, 0.00, 0.00, 0.00, 0.00, 0.00, 0.00, 0.00, 0.00, 0.00, 0.00, 0.00, 0.00, 0.00, 0.00, 0.00, 0.00, 0.00, 0.00, 0.00, 0.00, 0.00, 0.00, 0.00, 0.00],
  "multiplicity": 2,
  "gap_ev": [8.287, 8.280],
  "total_energy_ev": -123581.11409,
  "total_charge": -1
}

=====

{
  "formula": "C26H25BCl2CrF4N5O2PS3",
  "method": "the ωB97M-V functional and the def2-TZVPD basis",
  "species": ["Cr", "Cl", "C", "C", "C", "Cl", "C", "O", "C", "C", "O", "C", "H", "H", "H", "F", "B", "F", "F", "F", "S", "P", "S", "C", "C", "C", "C", "C", "C", "C", "C", "C", "C", "C", "C", "H", "H", "H", "H", "H", "H", "H", "H", "H", "H", "S", "C", "N", "C", "N", "C", "N", "C", "N", "C", "N", "C", "C", "H", "H", "H", "H", "H", "H", "H", "H", "H", "H", "H", "H"],
  "coordinates": [[0.60, 0.01, -0.29], [2.35, -3.48, 5.83], [1.85, -2.92, 4.25], [1.10, -3.78, 3.43], [0.69, -3.37, 2.19], [-0.22, -4.42, 1.18], [1.00, -2.06, 1.70], [0.59, -1.72, 0.53], [1.77, -1.23, 2.55], [2.20, 0.05, 2.13], [1.99, 0.56, 1.02], [2.18, -1.68, 3.83], [0.83, -4.77, 3.77], [2.80, 0.62, 2.84], [2.77, -1.02, 4.46], [0.76, 1.86, -1.11], [0.55, 2.52, -2.48], [0.69, 1.52, -3.46], [1.59, 3.45, -2.57], [-0.71, 3.10, -2.46], [-3.09, -1.50, 1.81], [-2.71, 0.39, 1.45], [-0.74, 0.97, 1.43], [-3.46, 1.48, 2.72], [-2.87, 2.66, 3.16], [-3.53, 3.47, 4.08], [-4.78, 3.11, 4.56], [-5.36, 1.92, 4.14], [-4.70, 1.11, 3.22], [-3.52, 1.02, -0.05], [-4.32, 0.18, -0.82], [-4.99, 0.70, -1.93], [-4.85, 2.04, -2.26], [-4.05, 2.87, -1.49], [-3.39, 2.37, -0.39], [-1.89, 2.95, 2.79], [-3.06, 4.39, 4.42], [-5.30, 3.75, 5.27], [-6.33, 1.62, 4.53], [-5.14, 0.17, 2.90], [-4.41, -0.86, -0.55], [-5.60, 0.04, -2.54], [-5.36, 2.43, -3.14], [-3.93, 3.92, -1.76], [-2.74, 3.01, 0.20], [-2.29, -1.96, -3.31], [-1.35, -1.12, -2.31], [-0.66, -0.55, -1.55], [3.22, 0.51, -1.90], [2.35, -0.68, -1.60], [3.18, -1.66, -0.83], [4.39, -2.06, -1.55], [5.18, -0.85, -1.82], [4.43, 0.12, -2.62], [4.02, -0.52, -3.88], [3.19, -1.71, -3.64], [2.00, -1.33, -2.89], [3.98, -2.65, -2.84], [3.49, 1.00, -0.96], [2.66, 1.20, -2.51], [2.57, -2.55, -0.66], [3.46, -1.24, 0.12], [6.09, -1.13, -2.35], [5.44, -0.39, -0.87], [4.91, -0.82, -4.44], [3.45, 0.20, -4.47], [1.40, -2.21, -2.68], [1.40, -0.63, -3.47], [4.87, -2.93, -3.39], [3.39, -3.54, -2.64]],
  "mulliken_spin": [1.02, 0.00, 0.00, 0.00, 0.00, 0.00, 0.00, 0.00, 0.02, -0.01, 0.00, 0.00, 0.00, 0.00, 0.00, -0.01, 0.00, 0.00, 0.00, 0.00, 0.00, 0.00, -0.02, 0.00, 0.00, 0.00, 0.00, 0.00, 0.00, 0.00, 0.00, 0.00, 0.00, 0.00, 0.00, 0.00, 0.00, 0.00, 0.00, 0.00, 0.00, 0.00, 0.00, 0.00, 0.00, 0.02, 0.02, -0.01, 0.01, -0.03, 0.00, 0.00, 0.00, 0.00, 0.00, 0.00, 0.01, 0.00, 0.00, 0.00, 0.00, 0.00, 0.00, 0.00, 0.00, 0.00, 0.00, 0.00, 0.00, 0.00],
  "multiplicity": 2,
  "gap_ev": [6.714, 6.746],
  "total_energy_ev": -145732.66297,
  "total_charge": -1
}

=====

{
  "formula": "C26H25Br2F6KN2OPS4Te",
  "method": "the ωB97M-V functional and the def2-TZVPD basis",
  "species": ["K", "C", "C", "S", "C", "C", "S", "C", "C", "S", "H", "H", "H", "H", "H", "H", "H", "H", "H", "H", "H", "H", "Br", "C", "C", "C", "Br", "C", "C", "C", "C", "N", "C", "C", "O", "H", "H", "H", "H", "S", "C", "C", "C", "C", "C", "N", "H", "H", "H", "H", "F", "P", "F", "F", "F", "F", "F", "Te", "C", "C", "C", "C", "C", "C", "H", "H", "H", "H", "H"],
  "coordinates": [[0.30, -0.79, 0.79], [-3.70, 0.63, -0.67], [-3.60, 1.97, 0.05], [-2.09, 2.19, 1.02], [-1.53, 3.79, 0.41], [-1.26, 3.92, -1.09], [-0.04, 2.73, -1.67], [-0.86, 2.04, -3.13], [-2.25, 1.44, -2.93], [-2.29, 0.14, -1.69], [-3.78, -0.18, 0.05], [-4.61, 0.61, -1.28], [-3.67, 2.80, -0.65], [-4.46, 2.06, 0.72], [-2.23, 4.57, 0.72], [-0.60, 3.96, 0.97], [-2.18, 3.81, -1.67], [-0.89, 4.93, -1.29], [-0.90, 2.78, -3.93], [-0.15, 1.26, -3.45], [-2.97, 2.21, -2.66], [-2.58, 1.02, -3.89], [3.71, -0.17, -3.15], [3.69, 0.83, -1.53], [4.87, 1.49, -1.14], [4.91, 2.22, 0.00], [6.55, 3.08, 0.48], [3.75, 2.35, 0.82], [3.70, 3.10, 2.02], [2.53, 3.20, 2.72], [1.39, 2.54, 2.22], [1.39, 1.82, 1.12], [2.55, 1.70, 0.42], [2.49, 0.84, -0.78], [1.44, 0.20, -1.07], [5.75, 1.40, -1.76], [4.59, 3.58, 2.37], [2.48, 3.75, 3.65], [0.44, 2.60, 2.77], [3.15, -1.37, 2.92], [1.82, -0.84, 3.92], [1.83, -0.97, 5.34], [0.77, -0.51, 6.09], [-0.35, 0.07, 5.47], [-0.30, 0.14, 4.09], [0.72, -0.29, 3.33], [2.69, -1.43, 5.80], [0.79, -0.62, 7.17], [-1.21, 0.42, 6.02], [-1.15, 0.56, 3.54], [-1.88, -1.23, 1.06], [-2.82, -2.42, 1.70], [-3.90, -1.29, 2.12], [-1.70, -3.48, 1.24], [-2.07, -2.22, 3.10], [-3.74, -3.58, 2.33], [-3.55, -2.57, 0.27], [0.64, -2.09, -2.46], [0.31, -3.93, -3.48], [-0.98, -4.46, -3.56], [-1.22, -5.66, -4.23], [-0.17, -6.34, -4.84], [1.12, -5.82, -4.77], [1.36, -4.63, -4.09], [-1.81, -3.94, -3.08], [-2.22, -6.06, -4.26], [-0.36, -7.28, -5.36], [1.94, -6.35, -5.23], [2.37, -4.24, -4.03]],
  "mulliken_spin": [0.02, 0.00, 0.00, 0.00, 0.00, 0.00, 0.00, 0.01, 0.00, 0.03, 0.00, 0.00, 0.00, 0.00, 0.00, 0.00, 0.00, 0.00, 0.00, 0.00, 0.00, 0.00, 0.02, 0.01, 0.00, 0.00, 0.00, 0.00, 0.00, 0.00, 0.00, 0.00, 0.00, -0.02, 0.05, 0.00, 0.00, 0.00, 0.00, 0.00, 0.00, 0.00, 0.00, 0.00, 0.00, 0.00, 0.00, 0.00, 0.00, 0.00, 0.00, 0.00, 0.00, 0.00, 0.00, 0.00, 0.00, 0.92, 0.06, 0.00, 0.00, -0.01, 0.00, -0.03, -0.02, 0.00, 0.00, 0.00, -0.03],
  "multiplicity": 2,
  "gap_ev": [5.247, 4.618],
  "total_energy_ev": -265043.37257,
  "total_charge": -2
}